111
Properties=species:S:1:pos:R:3:forces:R:3:mulliken_charge:R:1 method="wB97M-V/def2-TZVPD" gap_ha=0.19703 e_tot_ha=-4160.50976 homo_energy_ev=-6.82 max_force_ev_per_a=5.5
Cd 3.44946 1.23373 -1.70676 -2.248 0.949 1.260 0.778
C 3.16258 -2.67908 -3.13631 0.686 -0.020 0.580 0.779
F 3.24357 -3.46689 -2.07687 -0.085 0.201 0.360 -0.197
F 3.26989 -3.45509 -4.19433 0.076 0.346 -0.525 -0.225
F 1.99727 -2.05004 -3.14111 0.076 0.013 -0.091 -0.271
S 4.61701 -1.41977 -3.16261 0.087 -0.195 -2.551 0.715
O 5.79889 -2.24224 -3.33737 -1.158 1.179 1.237 -0.536
O 4.32760 -0.55972 -4.30534 -0.363 -0.181 1.652 -0.636
N 4.41944 -0.47697 -1.73033 3.263 -4.380 -0.768 0.092
S 5.37305 -1.17323 -0.53877 -0.119 -0.896 2.120 0.661
O 4.98388 -0.73931 0.77572 -0.098 1.110 -1.099 -0.459
O 5.46825 -2.59552 -0.66174 0.017 0.556 -0.886 -0.529
C 7.14362 -0.49691 -0.80639 -0.040 -0.776 0.223 0.542
F 7.24084 0.23665 -1.90829 -0.076 0.117 -0.048 -0.208
F 7.50751 0.21991 0.24604 -0.225 0.307 -0.063 -0.188
F 7.96549 -1.53785 -0.88278 -0.219 0.203 -0.235 -0.206
C -1.01216 2.25608 -0.41899 0.243 -0.950 -0.888 -1.302
C -0.28970 1.46077 0.69342 -0.994 0.085 0.594 2.771
C -1.40209 0.94916 1.63741 -1.060 -0.590 -0.607 -0.876
C -2.17503 -0.26268 1.07594 0.176 0.863 0.188 2.263
C -1.18161 -1.38121 0.82377 -1.700 0.526 -0.092 -0.761
C -0.03930 -0.95933 -0.11756 -0.431 -1.345 -0.272 3.568
N 0.52511 0.31460 0.26544 0.661 0.594 1.608 -0.045
O 1.73540 0.65062 -0.37224 0.159 0.116 -0.508 0.935
C -0.57915 -0.95657 -1.55991 -0.401 -0.136 -0.264 -0.495
C 0.93622 -2.15363 0.00477 0.931 0.183 -0.371 -1.064
C 0.47600 2.45305 1.56008 0.372 -0.162 0.039 -1.678
H -1.70998 1.56693 -0.89974 -0.095 0.256 -0.096 0.295
H -0.30734 2.55115 -1.20168 0.201 0.125 0.143 -0.236
H -1.58836 3.12797 -0.11208 0.221 -0.016 0.359 0.060
H -2.16316 1.72490 1.74875 0.419 0.185 0.203 -0.318
H -1.03222 0.71255 2.63796 0.332 0.033 -0.167 0.160
H -2.74472 0.07641 0.20656 0.358 -0.266 -0.246 -1.388
H -2.96775 -0.57150 1.76283 0.262 -0.007 0.127 -0.493
H -1.74359 -2.21597 0.39195 0.438 -0.103 -0.316 -0.471
H -0.94877 -1.72282 1.83777 1.007 0.020 -0.134 0.193
H -0.93531 -1.92721 -1.91436 0.159 -0.181 0.271 0.425
H 0.21158 -0.67897 -2.25215 -0.032 0.237 0.044 -0.666
H -1.45264 -0.31132 -1.66768 0.191 0.252 -0.038 -0.330
H 1.96096 -1.94057 -0.30837 -0.026 0.447 -0.046 -0.836
H 0.63119 -2.95505 -0.66869 -0.293 -0.076 0.195 0.589
H 1.02175 -2.54055 1.02275 -0.210 0.083 0.016 0.198
H 0.95367 1.94584 2.39961 0.346 -0.013 -0.252 0.319
H -0.21101 3.15067 2.04279 -0.161 0.093 -0.281 0.369
H 1.19740 3.03162 0.98156 0.185 -0.086 0.146 -0.182
O 2.19939 -0.62500 2.50238 0.414 0.101 0.055 -0.869
H 1.43039 -0.35683 3.01535 -0.089 -0.026 -0.186 0.348
H 1.97946 -0.36423 1.58469 -0.296 0.100 0.002 0.145
O -0.05135 -0.23200 -5.19145 0.058 0.132 0.038 -0.534
H -0.03619 -0.19835 -6.15450 0.016 -0.101 0.017 0.277
H -0.19683 0.68468 -4.91623 -0.106 0.123 0.008 0.312
O -3.07616 6.15711 0.39002 -0.060 0.084 0.065 -0.649
H -2.83397 5.78344 -0.47073 -0.103 -0.209 0.166 0.411
H -2.70543 5.54552 1.03310 0.256 0.075 -0.136 0.309
O -2.89954 -1.18614 -4.49822 0.002 0.230 -0.070 -0.670
H -3.31879 -0.53931 -3.92090 0.029 -0.107 0.118 0.303
H -2.01499 -0.83194 -4.66925 0.031 -0.180 0.035 0.332
O 3.60873 -3.82462 1.43134 -0.376 0.044 0.285 -0.653
H 3.21891 -2.95051 1.56232 0.239 0.143 -0.075 0.299
H 3.50701 -3.99342 0.48920 0.094 0.016 -0.021 0.323
O -2.81456 0.87416 4.31900 -0.153 -0.108 0.291 -0.647
H -3.46486 0.30576 3.88818 -0.030 0.119 -0.163 0.302
H -2.05214 0.30589 4.46496 -0.036 0.034 0.024 0.317
O -0.54010 2.39888 -3.84718 0.061 -0.122 -0.175 -0.624
H -1.36784 2.54855 -3.37682 0.019 -0.151 0.105 0.225
H 0.10161 2.93348 -3.37333 -0.100 0.117 0.009 0.251
O 0.15568 5.09320 4.50693 0.080 0.028 -0.317 -0.659
H 0.92539 4.59312 4.15124 -0.565 0.311 0.385 0.390
H -0.44582 4.41735 4.82940 -0.003 -0.017 0.008 0.269
O 2.12971 3.40795 4.21464 0.590 -0.445 0.059 -0.617
H 2.05335 2.87556 5.01248 -0.005 0.111 0.049 0.269
H 2.88414 3.02911 3.73496 -0.043 -0.119 -0.289 0.312
O -0.35545 -5.34890 0.21445 -0.083 0.031 0.126 -0.666
H -0.29018 -4.62465 0.84725 0.222 -0.101 0.045 0.245
H 0.18003 -6.05709 0.58836 -0.012 0.078 0.059 0.315
O -2.57958 4.99034 -2.19583 0.231 0.191 -0.298 -0.623
H -2.91265 5.75075 -2.68705 0.027 -0.041 -0.032 0.269
H -2.89367 4.22650 -2.68950 -0.312 -0.084 0.280 0.314
O -5.10482 -0.82212 2.68841 -0.108 -0.065 0.361 -0.518
H -5.53916 -1.23510 1.93216 0.147 0.054 -0.103 0.241
H -5.79267 -0.75858 3.36055 -0.042 0.053 -0.049 0.247
O 2.55802 3.20852 -1.58086 -0.035 1.016 -0.293 -0.376
H 2.57858 3.88364 -0.88905 0.067 -0.299 0.233 0.266
H 2.17515 3.64828 -2.34876 0.162 -0.066 -0.075 0.263
O -4.30548 2.25674 -0.82319 0.129 0.029 -0.047 -0.700
H -3.95888 2.56918 0.02263 -0.042 0.054 0.053 0.360
H -4.22672 1.29450 -0.77394 -0.185 -0.147 -0.148 0.266
O 3.99145 1.70879 2.53261 -0.230 0.464 0.266 -0.727
H 3.35874 0.96843 2.48654 0.183 -0.199 -0.021 0.403
H 4.66919 1.43157 3.15759 0.024 -0.186 -0.173 0.272
O 2.02573 0.72315 -3.30860 -0.792 0.550 -0.762 -0.565
H 1.12681 0.94497 -3.01844 0.046 -0.237 0.211 -0.166
H 1.90658 0.03739 -3.98447 0.224 0.093 -0.068 0.432
O -2.16275 -4.45699 -1.80831 0.158 -0.121 -0.074 -0.648
H -2.57570 -3.66809 -1.44230 -0.065 -0.052 -0.029 0.303
H -1.65190 -4.83502 -1.07594 0.058 -0.024 -0.199 0.419
O 1.30631 -5.08012 3.09809 -0.319 0.165 0.066 -0.582
H 1.84775 -4.29596 2.94444 0.284 -0.208 -0.202 0.330
H 1.20911 -5.13079 4.05385 0.014 -0.047 -0.022 0.272
O -3.49648 -3.18293 2.54190 0.471 -0.206 0.309 -0.706
H -2.63924 -3.53696 2.80834 -0.064 -0.097 -0.001 0.284
H -3.63957 -2.41919 3.11637 -0.274 0.112 -0.274 0.341
O -4.38526 -0.75397 -1.32022 0.132 0.240 0.070 -0.558
H -4.09208 -1.55565 -0.84292 -0.273 0.138 -0.321 0.263
H -5.10455 -1.05287 -1.88340 -0.011 -0.037 0.000 0.303
O -4.00560 -3.16837 -0.15468 0.055 -0.096 0.485 -0.681
H -4.40247 -4.03899 -0.26639 0.027 0.025 -0.196 0.322
H -3.59643 -3.19410 0.73348 -0.375 0.104 -0.002 0.293
O -3.62012 3.50556 1.87904 0.027 0.234 -0.036 -0.629
H -3.05049 3.67819 2.63599 0.005 -0.197 0.126 0.243
H -4.06051 4.34597 1.70757 -0.233 -0.003 -0.072 0.287

***

21
Properties=species:S:1:pos:R:3:forces:R:3:nbo_charge:R:1 method="wB97M-V/def2-TZVPD" gap_ha="0.31675 / 0.23776" e_tot_ha=-1073.47347 homo_energy_ev="-8.43 / -7.20" max_force_ev_per_a=3.1
C -3.40735 -0.41933 0.80823 1.543 -1.312 1.241 -0.523
C -0.22712 2.08887 0.51750 0.779 -0.927 0.807 -0.443
C 2.11302 -0.72080 0.89396 0.800 -0.849 2.907 -1.189
C 1.23526 -0.93541 -1.90784 0.261 0.762 -0.109 -1.139
N -3.11141 -0.02702 -0.51171 -1.691 0.212 -1.025 -0.011
N -2.38037 0.55563 -1.13723 1.910 0.329 0.012 0.163
N -0.39952 0.69209 0.32601 -0.887 -0.541 -0.381 -1.014
Si 0.59688 -0.56035 -0.15059 1.105 0.069 -1.485 1.774
Cl -0.71154 -2.13064 0.07776 -0.242 -1.228 0.309 -0.449
H -2.43136 -0.52465 1.27348 0.623 -0.430 -0.009 0.281
H -3.85891 -1.44920 0.78316 -0.338 1.645 0.427 0.259
H -3.70055 0.46873 1.36772 -1.433 -0.385 -0.251 0.264
H -0.28735 2.55511 -0.47879 -0.699 0.908 0.837 0.204
H -0.80380 2.34741 1.45268 -0.090 0.824 -1.588 0.186
H 0.80471 2.24198 0.84639 0.376 0.311 -0.034 0.185
H 2.26778 -1.81557 1.22429 -0.246 1.456 -0.719 0.255
H 3.14001 -0.31621 0.69551 -1.145 -0.250 -0.515 0.256
H 1.81948 -0.23101 1.86610 0.328 -0.358 -0.594 0.236
H 0.37593 -1.32227 -2.46074 0.154 0.443 -0.488 0.234
H 1.75018 -0.04272 -2.38323 -0.869 -0.971 0.304 0.232
H 1.97713 -1.75309 -1.91967 -0.238 0.290 0.357 0.239